Entry 1:
A single C3H6N2OS molecule at a distorted geometry, computed with ωB97M-V/def2-TZVPD.

ORCA input file:
```
! wB97M-V def2-TZVPD RIJCOSX def2/J DEFGRID3
* xyz 0 1
S -1.164 -0.107 1.878
O 0.861 0.271 -1.935
N 0.512 1.366 -1.295
N -0.224 -0.035 0.503
C 1.180 -0.887 -1.178
C 0.061 1.184 -0.072
C -0.018 -1.247 -0.300
H -0.257 2.038 0.505
H -0.879 -1.408 -0.910
H 0.248 -2.076 0.321
H -0.201 -0.233 2.810
H 2.111 -0.712 -0.520
H 1.365 -1.681 -1.927
*
```

Results
Strongest force on any atom (eV/A): 4.73
HOMO level (eV): -8.35
SMILES: SN1C=NOCC1
Energy above the lowest of the compared OMol25 structures with the same formula, charge and spin (eV): 3.7406
Calculated total energy (hartree): -700.751741


Entry 2:
A single C3H6N2OS molecule at a distorted geometry, computed with ωB97M-V/def2-TZVPD.

ORCA input file:
```
! wB97M-V def2-TZVPD RIJCOSX def2/J DEFGRID3
* xyz 0 1
S -1.038 2.486 -0.025
O 1.183 1.133 -0.162
N -2.825 -0.324 0.094
N -0.435 -0.265 -0.053
C -0.043 1.009 -0.173
C -1.700 -0.794 -0.140
C 2.113 -0.001 0.155
H 3.080 0.244 0.195
H -2.826 0.753 0.562
H 1.693 -0.710 0.914
H 1.962 -0.812 -0.619
H -1.548 -1.806 -0.595
H 0.384 -0.913 -0.153
*
```

Results
Strongest force on any atom (eV/A): 7.41
HOMO level (eV): -8.28
SMILES: [H]/N=C\NC(=S)OC
Energy above the lowest of the compared OMol25 structures with the same formula, charge and spin (eV): 3.8603
Calculated total energy (hartree): -700.747341


Entry 3:
A single C3H6N2OS molecule at a distorted geometry, computed with ωB97M-V/def2-TZVPD.

ORCA input file:
```
! wB97M-V def2-TZVPD RIJCOSX def2/J DEFGRID3
* xyz 0 1
S 0.938 -1.310 -2.172
O 0.039 -2.085 0.094
N -1.404 0.414 0.861
N -0.388 2.228 -0.171
C 0.713 -1.126 -0.587
C 0.916 0.176 0.167
C -0.335 0.972 0.202
H -2.270 0.893 0.731
H 1.638 0.734 -0.425
H -1.708 -0.621 0.898
H 1.192 0.080 1.306
H 0.564 2.474 -0.390
H 0.105 -2.828 -0.516
*
```

Results
Strongest force on any atom (eV/A): 3.08
HOMO level (eV): -9.44
SMILES: [H]/N=C(/N)CC(O)=S
Energy above the lowest of the compared OMol25 structures with the same formula, charge and spin (eV): 1.6159
Calculated total energy (hartree): -700.829820


Entry 4:
A single C3H6N2OS molecule at a distorted geometry, computed with ωB97M-V/def2-TZVPD.

ORCA input file:
```
! wB97M-V def2-TZVPD RIJCOSX def2/J DEFGRID3
* xyz 0 3
S -0.807 -1.262 -2.439
O -0.398 0.719 -0.413
N 1.178 -0.523 0.585
N 1.419 -0.647 -0.812
C 0.163 0.265 0.750
C 0.335 0.005 -1.479
C -0.483 0.773 2.004
H 1.785 -1.597 -0.923
H 0.615 0.666 -2.371
H -0.028 1.703 2.324
H -0.243 0.044 2.821
H -1.583 0.925 1.907
H -1.952 -1.071 -1.955
*
```

Results
Strongest force on any atom (eV/A): 9.31
HOMO level (spin up / spin down) (eV): -4.63 / -9.77
Energy above the lowest of the compared OMol25 structures with the same formula, charge and spin (eV): 1.9989
Calculated total energy (hartree): -700.634117


Entry 5:
A single C3H6N2OS2 molecule at a distorted geometry, computed with ωB97M-V/def2-TZVPD.

ORCA input file:
```
! wB97M-V def2-TZVPD RIJCOSX def2/J DEFGRID3
* xyz 0 1
S -1.273 -0.920 0.060
S -4.447 -0.441 -0.080
O 2.496 -0.685 -0.126
N 0.302 -0.271 -0.245
N -3.375 0.849 -0.114
C 1.258 -1.073 -0.154
C 2.764 0.697 0.104
C -2.111 0.652 -0.044
H 2.373 1.080 1.044
H 3.816 0.875 -0.019
H -1.441 1.505 -0.218
H 1.198 -2.193 -0.242
H 2.203 1.303 -0.631
H -3.764 -1.378 0.665
*
```

Results
Strongest force on any atom (eV/A): 2.30
HOMO level (eV): -8.49
SMILES: CO/C=N/S/C=N\S
Energy above the lowest of the compared OMol25 structures with the same formula, charge and spin (eV): 2.9967
Calculated total energy (hartree): -1098.963784


Entry 6:
A molecular structure, C3H6N2P2 at a distorted geometry, computed with ωB97M-V/def2-TZVPD.

ORCA input file:
```
! wB97M-V def2-TZVPD RIJCOSX def2/J DEFGRID3
* xyz 0 1
P -2.181 1.553 1.084
P -0.204 -0.467 0.827
N 0.140 0.329 -0.520
N 1.870 -2.509 -0.425
C -1.885 -0.007 0.997
C 1.755 -1.435 -0.802
C 1.328 -0.078 -1.260
H 0.771 -0.326 1.979
H -0.238 -1.837 0.773
H 0.979 -0.022 -2.285
H -3.429 1.742 0.321
H -1.167 2.506 0.607
H 2.259 0.552 -1.299
*
```

Results
Strongest force on any atom (eV/A): 3.11
HOMO level (eV): -8.92
Energy above the lowest of the compared OMol25 structures with the same formula, charge and spin (eV): 4.5583
Calculated total energy (hartree): -909.911428